# C72H180N12

A 12-piece molecular cluster, C72H180N12 overall at a distorted geometry (ωB97M-V/def2-TZVPD, the Open Molecules 2025 dataset).

```
264
C72H180N12 ωB97M-V/def2-TZVPD
C -8.27 20.50 14.14
C -8.86 19.06 13.95
N -9.48 18.50 15.18
C -9.77 17.08 15.11
C -8.53 16.19 15.18
C -10.66 19.28 15.60
C -11.05 18.96 17.03
H -7.57 20.76 13.34
H -7.65 20.56 15.04
H -9.06 21.24 14.16
H -9.62 19.01 13.18
H -8.08 18.42 13.53
H -10.32 16.80 16.01
H -10.37 16.79 14.25
H -8.80 15.14 15.25
H -7.92 16.29 14.27
H -7.86 16.35 16.03
H -11.50 19.11 14.92
H -10.44 20.35 15.50
H -11.51 17.97 17.08
H -11.83 19.62 17.41
H -10.20 18.92 17.71
C -4.09 16.62 9.85
C -3.71 17.00 8.43
N -4.90 17.25 7.66
C -5.82 18.29 8.10
C -5.25 19.74 8.17
C -4.51 17.34 6.22
C -5.68 17.43 5.22
H -3.27 16.23 10.45
H -4.89 15.87 9.85
H -4.39 17.48 10.44
H -3.05 17.87 8.41
H -3.12 16.15 8.10
H -6.73 18.32 7.51
H -6.20 17.99 9.08
H -4.93 19.97 7.15
H -5.98 20.48 8.49
H -4.38 19.88 8.81
H -4.01 16.41 5.97
H -3.78 18.15 6.15
H -6.49 16.74 5.49
H -5.31 17.09 4.25
H -6.07 18.45 5.19
C -0.77 16.48 0.19
C -0.53 17.04 1.61
N 0.89 17.19 1.94
C 0.97 17.93 3.19
C 0.58 19.40 3.12
C 1.58 15.93 2.11
C 3.11 16.08 2.11
H -1.77 16.73 -0.17
H -0.71 15.40 0.06
H -0.06 17.01 -0.44
H -1.02 18.01 1.70
H -1.03 16.39 2.32
H 0.35 17.43 3.94
H 1.99 17.89 3.57
H -0.48 19.59 2.91
H 0.74 19.88 4.08
H 1.17 19.98 2.40
H 1.38 15.21 1.31
H 1.25 15.41 3.00
H 3.42 16.32 1.09
H 3.61 15.15 2.38
H 3.49 16.90 2.72
C 5.53 22.22 1.35
C 5.19 22.74 -0.04
N 6.18 22.29 -1.08
C 6.08 23.13 -2.27
C 7.20 22.85 -3.30
C 6.02 20.84 -1.34
C 4.58 20.49 -1.75
H 6.49 22.64 1.63
H 5.51 21.13 1.43
H 4.86 22.59 2.13
H 4.15 22.45 -0.22
H 5.19 23.83 -0.07
H 6.25 24.17 -1.99
H 5.15 23.12 -2.83
H 8.12 22.73 -2.72
H 7.39 23.65 -4.01
H 7.02 21.88 -3.76
H 6.77 20.51 -2.05
H 6.20 20.22 -0.46
H 4.20 21.03 -2.62
H 4.52 19.45 -2.07
H 3.86 20.64 -0.95
C 1.76 35.92 15.47
C 2.89 36.75 15.97
N 4.07 36.76 15.02
C 4.58 35.38 14.74
C 5.73 35.27 13.78
C 5.07 37.76 15.42
C 4.48 39.13 15.21
H 1.49 36.35 14.50
H 0.86 35.96 16.08
H 1.91 34.85 15.27
H 2.52 37.78 15.95
H 3.33 36.48 16.93
H 4.90 34.94 15.69
H 3.76 34.73 14.44
H 6.11 34.25 13.73
H 5.48 35.52 12.75
H 6.58 35.91 14.01
H 5.90 37.67 14.72
H 5.48 37.64 16.42
H 3.83 39.42 16.04
H 3.93 39.16 14.27
H 5.32 39.83 15.27
C 4.50 28.51 15.79
C 4.66 27.17 16.43
N 3.88 26.08 15.87
C 4.20 25.82 14.42
C 5.73 25.65 14.13
C 2.44 26.39 16.06
C 1.40 25.29 15.95
H 5.11 29.27 16.28
H 3.47 28.88 15.88
H 4.87 28.50 14.77
H 5.73 26.96 16.44
H 4.46 27.36 17.49
H 3.67 24.92 14.11
H 3.64 26.50 13.77
H 6.32 26.55 13.97
H 6.19 24.99 14.86
H 5.93 25.10 13.21
H 2.14 27.19 15.39
H 2.34 26.81 17.07
H 0.38 25.64 16.12
H 1.52 24.57 16.76
H 1.39 24.83 14.96
C 1.34 25.09 9.11
C 0.79 26.53 9.23
N -0.24 26.58 10.30
C -1.43 25.77 9.88
C -2.44 25.49 10.99
C -0.70 27.94 10.61
C 0.42 28.93 11.01
H 2.22 24.94 8.48
H 0.61 24.42 8.65
H 1.57 24.76 10.13
H 1.65 27.16 9.47
H 0.40 26.87 8.27
H -1.99 26.16 9.03
H -1.18 24.79 9.47
H -2.00 25.01 11.86
H -3.07 26.31 11.33
H -3.18 24.80 10.57
H -1.41 27.94 11.44
H -1.30 28.33 9.80
H 0.98 28.53 11.85
H 0.02 29.91 11.29
H 1.13 29.15 10.21
C -11.50 24.33 10.73
C -11.33 25.83 10.92
N -10.76 26.12 12.25
C -11.75 26.10 13.32
C -11.12 26.24 14.73
C -9.83 27.24 12.22
C -10.49 28.55 11.72
H -11.69 24.11 9.68
H -12.28 23.85 11.31
H -10.53 23.91 10.98
H -10.64 26.14 10.12
H -12.25 26.41 10.87
H -12.32 25.17 13.28
H -12.51 26.85 13.10
H -11.90 26.11 15.47
H -10.61 27.19 14.90
H -10.36 25.47 14.90
H -9.37 27.32 13.21
H -8.97 26.93 11.62
H -11.27 28.86 12.42
H -9.75 29.34 11.61
H -10.97 28.37 10.76
C -5.60 36.88 14.67
C -6.69 35.85 14.97
N -6.59 34.53 14.29
C -5.50 33.74 14.92
C -5.52 32.32 14.44
C -6.49 34.65 12.81
C -7.68 35.31 12.22
H -5.78 37.80 15.24
H -5.70 37.37 13.71
H -4.58 36.53 14.85
H -6.75 35.70 16.05
H -7.70 36.24 14.81
H -4.54 34.18 14.67
H -5.71 33.77 15.99
H -4.76 31.67 14.87
H -6.41 31.70 14.60
H -5.30 32.28 13.37
H -6.33 33.68 12.34
H -5.57 35.20 12.57
H -8.59 34.71 12.26
H -7.51 35.55 11.17
H -7.95 36.26 12.66
C -1.88 27.52 3.86
C -1.52 28.96 4.00
N -2.18 29.76 5.01
C -3.54 30.10 4.63
C -4.33 30.60 5.87
C -1.35 30.88 5.40
C -1.02 31.93 4.30
H -1.05 26.91 4.23
H -1.99 27.35 2.79
H -2.78 27.23 4.40
H -0.43 29.00 4.12
H -1.59 29.37 2.99
H -3.59 30.78 3.78
H -4.00 29.18 4.29
H -3.91 31.50 6.30
H -5.34 30.84 5.54
H -4.32 29.81 6.63
H -0.44 30.50 5.86
H -1.79 31.37 6.27
H -0.90 31.51 3.31
H -0.14 32.51 4.56
H -1.80 32.67 4.13
C 8.10 25.54 7.36
C 7.96 27.10 7.43
N 6.56 27.59 7.17
C 6.31 27.55 5.72
C 4.85 27.59 5.39
C 6.43 28.95 7.70
C 6.41 28.95 9.23
H 9.15 25.29 7.51
H 7.67 25.09 6.47
H 7.61 25.07 8.21
H 8.32 27.38 8.42
H 8.66 27.53 6.72
H 6.78 28.47 5.38
H 6.86 26.73 5.25
H 4.76 27.67 4.30
H 4.40 26.62 5.63
H 4.26 28.40 5.81
H 5.49 29.36 7.34
H 7.25 29.59 7.37
H 5.85 28.10 9.64
H 5.86 29.83 9.55
H 7.41 28.99 9.66
C 1.77 19.18 11.10
C 3.19 18.87 10.71
N 3.26 17.98 9.51
C 2.79 16.63 9.79
C 2.53 15.86 8.50
C 4.62 17.91 8.92
C 5.05 19.35 8.57
H 1.22 18.30 11.43
H 1.13 19.58 10.32
H 1.72 19.91 11.91
H 3.73 19.81 10.61
H 3.67 18.34 11.53
H 1.82 16.75 10.29
H 3.40 16.08 10.51
H 1.98 16.56 7.86
H 1.84 15.04 8.70
H 3.39 15.49 7.95
H 5.32 17.43 9.60
H 4.58 17.34 7.99
H 5.43 19.90 9.43
H 5.89 19.38 7.88
H 4.19 19.91 8.20
```

Summary:
SMILES: CCN(CC)CC.CCN(CC)CC.CCN(CC)CC.CCN(CC)CC.CCN(CC)CC.CCN(CC)CC.CCN(CC)CC.CCN(CC)CC.CCN(CC)CC.CCN(CC)CC.CCN(CC)CC.CCN(CC)CC
E_LUMO: 0.0109 Eh
Energy above the lowest of the compared OMol25 structures with the same formula, charge and spin: 4.506 eV
Charge: 0
Spin multiplicity: 1

Atom charges from the Löwdin analysis, given in e for atoms 1 to 2:
1. C -0.082
2. C -0.228